1.
DFT (ωB97M-V/def2-TZVPD) results for a single C3H2N2O2 molecule at a distorted geometry.

Atoms and positions in Å:
O: -1.2897 0.1901 -1.3596
C: -1.4502 -0.3300 -0.2966
C: 0.0780 1.7920 0.9409
N: 0.9026 1.0635 0.5049
C: 1.4266 -0.0932 -0.0244
N: 0.7537 -1.1697 -0.1521
O: -0.5319 -1.0603 0.3971
H: -2.3556 -0.2971 0.3237
H: 2.4665 -0.0952 -0.3340

Atoms 1-3, force components in eV/Å:
-0.002 -0.308 0.498
0.003 0.176 -0.423
0.980 -0.405 -0.298

Highest occupied orbital energy in Ha: -0.411
ΔE to the lowest compared entry with this formula, charge and spin in eV: 3.218
Max |F| in eV/A: 1.11
Orbital gap in hartree: 0.402
LUMO in Eh: -0.0093

2.
DFT (ωB97M-V/def2-TZVPD) results for a single C3H2N2O3 molecule at a distorted geometry.

Atoms and positions in Å:
C: -0.3632 0.7903 -0.0976
C: 1.6125 -0.7627 -0.1049
C: -0.7984 -0.7274 -0.0562
H: -0.9012 2.4597 0.2178
H: 2.4432 -1.4883 0.2450
N: 0.8470 1.2619 0.1343
N: 1.8942 0.4236 0.2956
O: -1.3620 1.6604 -0.2215
O: 0.3197 -1.4037 -0.4122
O: -1.8872 -1.3282 0.3938

Atoms 1-3, force components in eV/Å:
-0.064 -0.752 0.780
1.672 -2.281 2.352
-3.690 -1.420 2.595

Highest occupied orbital energy in Ha: -0.380
ΔE to the lowest compared entry with this formula, charge and spin in eV: 4.388
Max |F| in eV/A: 8.32
Structure (SMILES): O=c1ocnnc1O
Orbital gap in hartree: 0.347
LUMO in Eh: -0.0331

3.
DFT (ωB97M-V/def2-TZVPD) results for a 2-piece molecular cluster, C3H2N2OS overall at a distorted geometry.

Atoms and positions in Å:
C: -1.6879 2.2657 2.0549
C: 2.2719 -2.0825 -1.5105
C: -1.6034 1.3383 1.2768
N: -1.2574 0.6075 0.2580
N: 2.8118 -1.9642 -2.5239
O: -0.1640 -0.9971 -1.1409
S: -0.0211 0.3199 -0.5900
H: -1.8912 2.7240 2.9030
H: 1.5414 -2.2117 -0.7274

Atoms 1-3, force components in eV/Å:
0.371 -2.719 -2.649
-0.108 -0.213 -1.141
0.958 2.071 -0.338

Highest occupied orbital energy (spin up / spin down) in Ha: -0.365 / -0.365
ΔE to the lowest compared entry with this formula, charge and spin in eV: 4.186
Max |F| in eV/A: 4.01
Orbital gap (spin up / spin down) in hartree: 0.292 / 0.292
LUMO (spin up / spin down) in Eh: -0.0732 / -0.0732

4.
DFT (ωB97M-V/def2-TZVPD) results for a single C3H2N2S molecule at a distorted geometry.

Atoms and positions in Å:
C: 0.0042 -0.3901 0.0921
C: -1.3972 -0.3156 -0.4223
C: 0.2434 0.4655 1.2138
H: 2.0990 0.2381 -0.8509
H: 0.2185 -1.4483 0.1661
N: -2.4814 -0.1795 -0.8548
N: 0.4229 1.2781 2.0116
S: 0.8906 0.3516 -1.3556

Atoms 1-3, force components in eV/Å:
-1.050 -0.008 -2.223
-2.808 0.607 -0.455
-0.034 0.923 1.391

Highest occupied orbital energy in Ha: -0.390
ΔE to the lowest compared entry with this formula, charge and spin in eV: 0.277
Max |F| in eV/A: 3.39
Structure (SMILES): N#CC(S)C#N
Orbital gap in hartree: 0.395
LUMO in Eh: 0.0050